Entry 1:
Computed, not measured: B2CsH8 as an isolated structure, with ωB97M-V/def2-TZVPD.

Results
E_tot, eV: -2029.3359
F_max, eV Å⁻¹: 0.8
Energy relative to the best compared isomer or geometry (same formula, charge and spin), kcal per mole: 3.7
2S+1: 1
Kohn-Sham gap, eV: 6.83
Highest occupied orbital energy, eV: -5.16
Total charge: -1

Each line ends with the Löwdin charge.
Element x y z (Å)
Cs -2.11 0.87 0.12  0.930
B -1.04 -2.24 -0.17  -0.556
H -1.46 -1.53 -1.05  -0.157
H -1.91 -2.92 0.33  -0.077
H -0.17 -2.92 -0.64  -0.074
H -0.53 -1.52 0.65  -0.108
B 1.46 2.04 0.15  -0.496
H 1.53 1.95 -1.06  -0.082
H 1.38 3.22 0.48  -0.089
H 0.44 1.51 0.51  -0.210
H 2.43 1.54 0.67  -0.081

Entry 2:
Computed, not measured: a 2-piece molecular cluster, C6H14N2 overall, with ωB97M-V/def2-TZVPD.

Results
E_tot, eV: -9424.6421
F_max, eV Å⁻¹: 0.4
Energy relative to the best compared isomer or geometry (same formula, charge and spin), kcal per mole: 111.7
2S+1: 1
Kohn-Sham gap (spin up / spin down), eV: 7.57 / 7.29
Highest occupied orbital energy (spin up / spin down), eV: -7.47 / -7.40
Total charge: 0

Each line ends with the Löwdin charge.
Element x y z (Å)
C -1.13 0.79 0.06  -0.566
C 1.33 -1.61 -0.85  -0.147
C -0.98 2.05 0.89  -0.068
C -0.21 0.60 -1.02  -0.065
C 2.61 -1.23 -0.17  -0.166
N -2.51 0.53 -0.26  0.064
C -0.71 -0.52 1.33  -0.195
N 0.01 -1.47 1.20  0.099
H -3.09 0.45 0.57  0.076
H -2.63 -0.31 -0.81  0.086
H -1.34 -0.21 2.17  0.097
H 0.92 -2.58 -0.60  0.053
H 1.35 -1.45 -1.93  0.071
H -1.58 2.00 1.80  0.072
H 0.06 2.20 1.18  0.087
H -1.31 2.92 0.31  0.087
H 0.40 -0.47 -0.80  0.026
H 0.61 1.32 -1.07  0.097
H -0.64 0.40 -2.00  0.098
H 3.45 -1.80 -0.60  0.071
H 2.56 -1.45 0.90  0.056
H 2.84 -0.17 -0.30  0.067

Entry 3:
Computed, not measured: CHBrF2O as an isolated structure in a non-equilibrium geometry, with ωB97M-V/def2-TZVPD.

Results
E_tot, eV: -78573.7773
F_max, eV Å⁻¹: 2.8
Energy relative to the best compared isomer or geometry (same formula, charge and spin), kcal per mole: 103.5
2S+1: 1
Kohn-Sham gap, eV: 9.64
Highest occupied orbital energy, eV: -10.08
Total charge: 0

Each line ends with the Löwdin charge.
Element x y z (Å)
C -0.60 -1.01 0.27  -0.274
O 1.57 1.19 -0.52  -0.549
F -1.57 -0.96 1.20  -0.040
F -1.27 -0.75 -0.87  -0.040
Br 0.31 1.23 0.68  0.937
H 1.54 0.30 -0.77  -0.034

Entry 4:
Computed, not measured: a 9-piece molecular cluster, C20H51BrFNO11S overall in a non-equilibrium geometry, with ωB97M-V/def2-TZVPD.

Results
E_tot, eV: -129162.6319
F_max, eV Å⁻¹: 10.5
SMILES string: C#CN(CC(=O)Br)S(=O)(=O)F.CCO.CCO.CCO.CCO.CCO.CCO.CCO.CCO
2S+1: 1
Kohn-Sham gap, eV: 7.91
Highest occupied orbital energy, eV: -9.93
Total charge: 0

Each line ends with the Löwdin charge.
Element x y z (Å)
C 5.41 -0.20 2.29  0.129
C 4.11 0.12 1.78  -0.109
N 2.65 0.46 1.41  -0.231
C 1.84 -0.51 2.26  -0.201
C 0.23 -0.51 1.94  -0.589
O -0.65 -0.70 2.97  -0.097
Br -0.34 -0.30 0.04  0.774
S 2.41 2.12 1.89  0.886
O 3.38 3.07 1.10  -0.309
O 2.79 2.26 3.39  -0.339
F 0.77 2.61 1.64  -0.226
H 6.26 -0.43 3.09  0.089
H 1.99 -0.26 3.42  0.153
H 2.36 -1.57 2.12  0.169
C -0.38 -3.33 -4.10  -0.087
C -0.03 -2.43 -2.93  -0.353
O 1.38 -2.34 -2.80  -0.092
H 0.04 -4.33 -3.95  0.078
H -1.46 -3.42 -4.21  0.077
H 0.04 -2.94 -5.03  0.061
H -0.43 -2.84 -2.00  0.099
H -0.44 -1.43 -3.07  0.077
H 1.73 -1.97 -3.63  0.073
C 1.14 2.13 -4.87  -0.080
C 0.64 0.76 -4.44  -0.317
O 0.26 0.79 -3.08  -0.138
H 2.00 2.43 -4.26  0.086
H 1.44 2.12 -5.92  0.081
H 0.37 2.89 -4.73  0.058
H 1.42 0.01 -4.57  0.108
H -0.23 0.46 -5.04  0.096
H -0.44 1.46 -2.98  0.092
C -2.60 -3.19 5.29  -0.090
C -3.15 -3.91 4.08  -0.335
O -3.48 -2.98 3.07  -0.088
H -3.34 -2.47 5.68  0.081
H -2.35 -3.90 6.09  0.074
H -1.71 -2.62 5.03  0.065
H -4.06 -4.46 4.34  0.114
H -2.42 -4.62 3.68  0.102
H -2.67 -2.50 2.83  0.071
C 0.93 4.46 5.00  -0.105
C 0.09 5.01 6.13  -0.329
O -1.25 5.19 5.69  -0.088
H 0.91 5.13 4.14  0.083
H 1.97 4.32 5.32  0.068
H 0.54 3.50 4.66  0.063
H 0.47 5.99 6.45  0.115
H 0.09 4.34 6.99  0.100
H -1.59 4.32 5.41  0.088
C -3.23 -7.68 1.24  -0.097
C -2.67 -6.57 0.38  -0.332
O -3.57 -5.48 0.33  -0.089
H -4.20 -8.02 0.85  0.078
H -2.55 -8.53 1.29  0.073
H -3.42 -7.32 2.26  0.067
H -2.50 -6.93 -0.64  0.112
H -1.71 -6.22 0.78  0.104
H -3.70 -5.17 1.24  0.069
C -2.03 -1.84 -8.91  -0.094
C -1.27 -2.22 -7.66  -0.335
O -1.18 -1.11 -6.79  -0.106
H -1.54 -1.00 -9.43  0.078
H -2.11 -2.68 -9.60  0.075
H -3.04 -1.50 -8.66  0.074
H -0.25 -2.53 -7.92  0.116
H -1.76 -3.04 -7.14  0.106
H -2.09 -0.84 -6.56  0.093
C 2.37 1.26 7.16  -0.096
C 2.73 2.17 8.33  -0.327
O 4.14 2.26 8.46  -0.088
H 2.80 0.27 7.31  0.077
H 1.29 1.17 7.05  0.075
H 2.79 1.66 6.23  0.057
H 2.32 1.76 9.26  0.115
H 2.32 3.17 8.18  0.099
H 4.48 2.63 7.62  0.087
C 0.07 6.95 -6.41  -0.097
C -0.10 5.63 -5.70  -0.339
O 0.89 5.49 -4.69  -0.097
H 1.07 7.02 -6.86  0.079
H -0.68 7.08 -7.19  0.074
H -0.02 7.79 -5.70  0.073
H 0.01 4.80 -6.40  0.108
H -1.09 5.55 -5.23  0.109
H 0.78 6.22 -4.06  0.092

Entry 5:
Computed, not measured: C9H13N3 as an isolated structure in a non-equilibrium geometry, with ωB97M-V/def2-TZVPD.

Results
E_tot, eV: -14011.9607
F_max, eV Å⁻¹: 1.1
Energy relative to the best compared isomer or geometry (same formula, charge and spin), kcal per mole: 28.8
2S+1: 1
Kohn-Sham gap, eV: 8.75
Highest occupied orbital energy, eV: -8.12
Total charge: 0

Each line ends with the Löwdin charge.
Element x y z (Å)
C -0.41 1.69 0.09  -0.115
C -0.37 0.34 -0.73  -0.252
C -1.86 0.64 -0.99  -0.110
C -1.33 2.10 -1.08  -0.268
C -0.38 2.00 -2.26  -0.063
C 0.25 0.83 -2.03  -0.062
C 0.34 -1.78 1.42  -0.524
C 1.70 -0.21 1.90  -0.171
C 2.36 -1.01 1.01  -0.116
H -0.94 1.58 1.04  0.102
H 0.55 2.24 0.22  0.112
H -0.04 -0.61 -0.29  0.086
H -2.30 0.23 -1.90  0.108
H -2.52 0.48 -0.12  0.110
H -2.00 2.96 -0.97  0.126
H -0.26 2.72 -3.06  0.097
H 1.01 0.29 -2.59  0.098
H -1.31 -2.67 2.18  0.098
H -0.67 -3.45 0.84  0.089
H 2.06 0.70 2.35  0.098
H 3.36 -0.91 0.59  0.104
H 1.65 -2.84 0.14  0.150
N -0.82 -2.55 1.29  0.122
N 0.44 -0.72 2.19  0.100
N 1.49 -2.05 0.74  0.079

Entry 6:
Computed, not measured: one molecule with the formula C5H6N2O in a non-equilibrium geometry, with ωB97M-V/def2-TZVPD.

Results
E_tot, eV: -10302.4462
F_max, eV Å⁻¹: 8.7
SMILES string: C1=NN2C[C@H]2[C@H]2O[C@@H]12
Energy relative to the best compared isomer or geometry (same formula, charge and spin), kcal per mole: 165.1
2S+1: 1
Kohn-Sham gap, eV: 9.93
Highest occupied orbital energy, eV: -9.12
Total charge: 0

Each line ends with the Löwdin charge.
Element x y z (Å)
C -0.98 1.38 0.11  -0.017
N 0.39 1.45 -0.03  -0.006
N 1.36 0.56 -0.58  0.026
C 1.66 -0.20 0.70  -0.105
C 0.92 -0.94 -0.32  -0.190
C -0.56 -1.00 -0.42  -0.329
O -1.35 -0.90 0.81  0.002
C -1.38 0.04 -0.39  -0.261
H -1.52 2.23 0.71  0.150
H 1.28 -0.36 1.62  0.077
H 2.63 -0.88 0.73  0.149
H 1.33 -1.69 -1.11  0.166
H -0.95 -1.83 -0.98  0.147
H -2.29 0.02 -1.21  0.193